[1]
Below is a cluster of 4 separate species, C24H46N3S in total in a non-equilibrium geometry, with properties calculated with the ωB97M-V functional and the def2-TZVPD basis.

```
74
Properties=species:S:1:pos:R:3
C 2.94150 -1.46395 -0.30766
C 2.55764 -1.34342 -1.90621
C 3.77836 -0.82357 -2.86734
C 4.48590 0.57923 -2.40720
C 3.51749 1.62569 -1.60107
C 2.13499 2.04081 -2.40311
C 0.91093 2.38501 -1.37221
C -0.36333 1.35447 -1.42517
C -0.84950 0.92658 -2.93277
C -2.34026 0.23341 -3.00636
C -2.25410 -1.17454 -2.17369
C -3.26750 -1.29629 -0.89273
S -3.40423 0.28782 0.09550
H 4.08581 -1.37004 -0.07613
H 2.37483 -0.56362 0.23165
H 2.52814 -2.44888 0.17492
H 1.56162 -0.73377 -2.02569
H 2.30987 -2.45634 -2.25986
H 4.60538 -1.65996 -2.98973
H 3.31352 -0.66147 -3.95182
H 5.48080 0.35153 -1.79403
H 4.85071 1.13714 -3.39482
H 3.30242 1.30180 -0.47233
H 4.13782 2.64084 -1.50040
H 1.90782 1.21671 -3.20060
H 2.36530 3.04528 -3.00557
H 0.54882 3.49216 -1.50060
H 1.36510 2.31268 -0.27532
H -0.16600 0.42458 -0.70512
H -1.28083 1.94590 -0.94212
H -0.08571 0.08352 -3.29614
H -0.76512 1.78580 -3.73188
H -2.51006 -0.04200 -4.15523
H -3.22618 0.93843 -2.71389
H -2.56111 -2.03391 -2.94094
H -1.14235 -1.41852 -1.83868
H -2.71744 -2.05662 -0.15437
H -2.33907 0.43001 1.00837
C 10.03134 2.34494 -0.27551
C 8.58696 2.80114 -0.09519
C 7.69671 1.72527 0.52972
C 7.66899 0.49774 -0.36629
N 7.64597 -0.52058 -1.10954
H 10.10404 1.49449 -0.96085
H 10.63563 3.15412 -0.69760
H 10.47355 2.05359 0.68418
H 8.18393 3.09666 -1.07163
H 8.57277 3.69222 0.54208
H 6.67678 2.10525 0.65049
H 8.07257 1.44141 1.51867
C -4.36993 -1.55722 3.80439
C -4.20130 -1.23770 5.28639
C -3.19818 -0.11119 5.54187
C -1.83068 -0.51168 5.01275
N -0.69625 -0.84387 4.57381
H -3.43568 -1.91350 3.35886
H -5.11585 -2.34663 3.66824
H -4.70272 -0.67352 3.24782
H -3.88182 -2.14654 5.81094
H -5.17420 -0.95171 5.70110
H -3.12354 0.08887 6.61595
H -3.52062 0.81097 5.04638
C -8.73575 -2.50240 -0.03240
C -8.39661 -1.14802 0.58202
C -7.20711 -1.21118 1.54204
C -7.52346 -2.15593 2.68999
N -7.78585 -2.93966 3.64229
H -9.03492 -3.22862 0.73006
H -9.57175 -2.40376 -0.73202
H -7.87855 -2.91049 -0.58022
H -9.27994 -0.76636 1.10857
H -8.17023 -0.43962 -0.22249
H -6.99578 -0.21482 1.94433
H -6.31048 -1.56418 1.02117
```

Output
Molecular weight ... 408.72 g/mol
LUMO energy ... 2.10 eV
Energy ... -40931.382 eV
Total charge ... -1
HOMO level ... -2.38 eV
Frontier orbital gap ... 0.1646 Eh



[2]
Below is the ion C4H7NO3 with charge -2, with properties calculated with the ωB97M-V functional and the def2-TZVPD basis.

```
15
Properties=species:S:1:pos:R:3
C 1.29095 1.27334 0.00735
O 2.46063 1.18582 0.66779
C 0.12160 0.28558 0.49454
C -0.65316 -0.19656 -0.72327
C -1.97524 -0.95977 -0.49180
O -1.93225 -2.20300 -0.69288
O -2.96940 -0.28272 -0.13051
N 0.72597 -0.78773 1.25204
H 1.40330 1.04806 -1.08528
H 0.80321 2.28270 0.07291
H -0.54601 0.88419 1.13112
H -0.93079 0.69342 -1.29611
H -0.01751 -0.86367 -1.31314
H 0.48078 -1.70399 0.88800
H 1.73795 -0.65568 1.21924
```

Output
Molecular weight ... 117.10 g/mol
SMILES ... N[C@@H](C[O-])CC(=O)[O-]
LUMO energy ... 7.08 eV
ΔE to the lowest compared entry with this formula, charge and spin ... 37.9 kJ/mol
Energy ... -11892.551 eV
Total charge ... -2
HOMO level ... 0.52 eV
Frontier orbital gap ... 0.2414 Eh



[3]
Below is a structure of composition C14H21F4MoN2OS2 in a non-equilibrium geometry, with properties calculated with the ωB97M-V functional and the def2-TZVPD basis.

```
45
Properties=species:S:1:pos:R:3
Mo 0.53908 0.28453 -0.39498
C -0.44990 -1.01561 -3.63053
C 0.58772 -1.67939 -2.75024
N 0.20816 -1.70965 -1.29807
C -1.13977 -2.40402 -0.99610
C -2.28604 -1.50523 -1.10496
C 1.21031 -2.50370 -0.47492
C 1.08242 -2.15459 1.06224
N 0.80863 -0.73537 1.17088
C 1.17004 -0.00876 2.29599
C 0.17664 0.68202 3.08382
F -1.03105 0.89993 2.61339
C 0.47714 1.04509 4.38138
F -0.47102 1.67940 5.08562
C 1.72550 0.83433 4.93827
C 2.69190 0.32556 4.12686
F 3.92198 0.03927 4.59650
C 2.46390 -0.09650 2.84225
F 3.47116 -0.55831 2.17258
H -0.02470 -0.80575 -4.61514
H -0.79288 -0.06426 -3.24367
H -1.34244 -1.57744 -3.84297
H 1.57478 -1.13284 -2.77559
H 0.70731 -2.72142 -3.05799
H -1.05074 -2.72676 0.01229
H -1.08497 -3.25886 -1.69717
H -2.21346 -0.56898 -0.57280
H -3.12715 -2.04042 -0.63787
H -2.54459 -1.32739 -2.15494
H 2.18372 -2.21406 -0.86227
H 1.12550 -3.50942 -0.69952
H 2.10807 -2.37057 1.48080
H 0.41628 -2.72229 1.78871
H 1.92429 0.94891 6.02197
S 2.41790 0.88585 -1.20094
C -0.49764 3.87411 -1.94336
S -0.97545 2.88844 -0.45511
C -2.68849 3.29081 -0.37236
O -1.04819 1.44905 -1.10017
H -0.58829 3.14189 -2.69618
H 0.47347 4.19160 -1.75110
H -1.08571 4.72806 -2.15494
H -2.75273 4.26483 0.15869
H -3.21786 2.48571 0.09238
H -3.05286 3.47216 -1.44074
```

Output
Molecular weight ... 469.40 g/mol
<S²> ... 2.017
LUMO energy (spin up / spin down) ... -3.26 / -3.48 eV
Multiplicity ... 3
ΔE to the lowest compared entry with this formula, charge and spin ... 104.6 kJ/mol
Energy ... -54274.366 eV
Total charge ... +1
HOMO level (spin up / spin down) ... -10.59 / -11.78 eV
Frontier orbital gap (spin up / spin down) ... 0.2695 / 0.3048 Eh



[4]
Below is a structure of composition C15H15I2MnNO4S2 in a non-equilibrium geometry, with properties calculated with the ωB97M-V functional and the def2-TZVPD basis.

```
40
Properties=species:S:1:pos:R:3
Mn 0.71393 -0.58483 -0.68914
I -0.22638 -2.96021 0.85343
C -2.14924 -2.01701 0.87116
C -3.14900 -2.69673 1.52170
C -4.44460 -2.16312 1.52719
C -4.69681 -0.98234 0.88021
C -3.66866 -0.27792 0.21016
C -3.94462 0.93679 -0.44257
C -2.93866 1.60422 -1.09669
C -1.63679 1.08745 -1.12279
C -1.27109 -0.10254 -0.49647
C -2.32401 -0.79456 0.18343
H -2.93107 -3.63176 2.01959
H -5.24084 -2.69082 2.04119
H -5.70155 -0.57095 0.86397
H -4.95723 1.33007 -0.42484
H -3.15356 2.54193 -1.60215
H -0.87892 1.64027 -1.66702
I 0.12426 -1.85303 -2.96791
C 3.59954 0.69955 -2.68952
S 2.75425 1.80391 -1.55356
O 2.81048 3.10972 -2.21027
O 3.44308 1.78027 -0.27672
O 1.35656 1.31161 -1.51767
H 4.66631 0.89816 -2.60148
H 3.22316 0.95277 -3.67772
H 3.35388 -0.32741 -2.42949
C 3.59746 -1.80063 -0.17724
O 2.42670 -1.24477 -0.57491
H 3.53983 -2.22142 0.85238
H 4.42191 -1.06474 -0.17364
H 3.90633 -2.64284 -0.83663
S 1.67286 1.24249 3.68290
C 1.30951 2.45171 2.50352
C 0.90541 1.85508 1.35545
N 0.86282 0.49231 1.38140
C 1.24443 0.02713 2.52546
H 1.42912 3.49847 2.72504
H 0.64594 2.38325 0.45037
H 1.30527 -1.01953 2.77990
```

Output
Molecular weight ... 646.17 g/mol
<S²> ... 0.813
LUMO energy (spin up / spin down) ... 4.16 / 4.17 eV
Multiplicity ... 2
ΔE to the lowest compared entry with this formula, charge and spin ... 0.0 kJ/mol
Energy ... -94670.912 eV
Total charge ... -2
HOMO level (spin up / spin down) ... -0.63 / -0.14 eV
Frontier orbital gap (spin up / spin down) ... 0.1763 / 0.1581 Eh



[5]
Below is the ion C3HO3S with charge -1 in a non-equilibrium geometry, with properties calculated with the ωB97M-V functional and the def2-TZVPD basis.

```
8
Properties=species:S:1:pos:R:3
C 0.07517 -0.17538 -0.72857
C 1.12163 1.51788 -0.11950
C 2.68265 -0.31939 0.01294
O 0.79793 2.67056 -0.06937
O 3.83970 -0.67035 0.11307
O 2.37085 1.02201 -0.02753
S 1.27459 -1.31516 -0.14256
H -0.90307 -0.08938 -0.05369
```

Output
Molecular weight ... 117.11 g/mol
LUMO energy ... 3.66 eV
ΔE to the lowest compared entry with this formula, charge and spin ... 263.4 kJ/mol
Energy ... -20103.440 eV
Total charge ... -1
HOMO level ... -2.73 eV
Frontier orbital gap ... 0.2349 Eh



[6]
Below is a structure of composition C14H21N7 in a non-equilibrium geometry, with properties calculated with the ωB97M-V functional and the def2-TZVPD basis.

```
42
Properties=species:S:1:pos:R:3
C -0.41602 0.20438 2.64480
C 0.19970 1.09080 3.66046
N 0.66695 1.74457 4.48959
H 0.24743 -0.34171 1.97419
H -0.93606 0.90217 1.98848
H -1.12577 -0.50809 3.06520
C -1.88779 -1.81052 -1.99566
C -3.25672 -1.89186 -1.55344
N -4.36625 -2.00843 -1.16771
H -1.54793 -2.78347 -1.64075
H -1.37916 -1.07301 -1.37479
H -1.80705 -1.71580 -3.07853
C -4.78465 0.18977 -0.39689
C -3.36059 0.18904 -0.79522
N -2.24218 0.25844 -1.05375
H -4.80788 -0.63137 0.31955
H -5.43104 -0.01120 -1.25124
H -5.19949 1.00568 0.19496
C 3.90105 -0.23909 -1.68648
C 4.39675 -0.46700 -0.32268
N 4.80477 -0.62482 0.77077
H 4.62477 -0.66364 -2.38226
H 3.72057 0.76957 -2.05816
H 2.93408 -0.73739 -1.75551
C 2.61392 -2.24410 0.65544
C 1.37948 -2.70853 0.07010
N 0.40687 -3.12813 -0.34678
H 2.53442 -2.35834 1.73652
H 2.79416 -1.16976 0.61797
H 3.41220 -2.95394 0.43872
C 0.70630 3.80129 0.10161
C 0.12528 3.43177 1.36722
N -0.24556 3.20357 2.44465
H 0.10176 4.50968 -0.46479
H 0.65374 2.91567 -0.53165
H 1.72787 4.13214 0.28878
C -0.27683 0.53039 -0.47526
C 0.97716 -0.21768 -0.57153
N 1.96649 -0.83412 -0.68414
H -0.92381 0.48283 -1.35121
H 0.01966 1.55118 -0.23408
H -0.92059 0.20905 0.34352
```

Output
Molecular weight ... 287.37 g/mol
LUMO energy ... 0.17 eV
ΔE to the lowest compared entry with this formula, charge and spin ... 1074.8 kJ/mol
Energy ... -25276.136 eV
HOMO level ... -9.75 eV
Frontier orbital gap ... 0.3646 Eh